Entry from OMol25: a structure of composition C29H38NOsS (ωB97M-V/def2-TZVPD).

```
70
Properties=species:S:1:pos:R:3:forces:R:3:lowdin_charge:R:1
Os 0.380827 -0.136555 -0.027736 -0.2 -0.2 0.5 1.304
C -0.752933 1.252532 1.335042 0.0 -0.1 0.0 -0.136
C -1.477519 0.957597 0.115789 -0.3 -0.2 0.2 -0.283
C -1.811613 -0.482491 0.163347 0.3 0.2 -0.2 -0.232
C -1.249614 -0.973656 1.381340 -0.1 0.1 0.1 -0.142
C -0.615789 0.078905 2.102581 0.0 -0.1 -0.1 -0.304
C -0.018548 -0.005592 3.491092 0.0 0.0 0.0 -0.555
C 0.300469 -1.453099 3.864453 0.0 0.0 0.0 -0.047
C -1.061923 0.541899 4.478807 0.0 0.0 0.0 -0.051
C 1.255656 0.834190 3.598166 0.0 0.0 0.0 -0.045
C -2.639905 -1.395359 -0.749624 -0.1 0.0 0.1 -0.529
C -2.708474 -2.801837 -0.133942 0.0 0.0 0.0 -0.079
C -2.035340 -1.587858 -2.145906 0.0 0.0 0.0 -0.056
C -4.084339 -0.880938 -0.837692 0.0 0.0 0.0 -0.052
C -1.961859 2.127931 -0.745416 0.1 0.0 0.0 -0.537
C -3.298235 2.622072 -0.171634 0.0 0.0 0.0 -0.041
C -2.128086 1.813408 -2.231693 0.0 0.0 0.0 -0.054
C -0.952879 3.286028 -0.666062 0.0 0.0 0.0 -0.068
H -0.397736 2.227120 1.622231 0.0 0.0 0.0 0.099
H -1.233892 -2.006606 1.678961 0.0 0.0 0.0 0.069
H -0.605382 -2.061829 3.896814 0.0 0.0 0.0 0.085
H 0.762937 -1.486290 4.854899 0.0 0.0 0.0 0.083
H 0.975920 -1.916563 3.145507 0.0 0.0 0.0 0.056
H -1.993041 -0.023667 4.404405 0.0 0.0 0.0 0.085
H -1.284492 1.590164 4.266605 0.0 0.0 0.0 0.080
H -0.693042 0.467078 5.506105 0.0 0.0 0.0 0.077
H 2.033744 0.443190 2.942341 0.0 0.0 0.0 0.063
H 1.627592 0.815802 4.626792 0.0 0.0 0.0 0.081
H 1.073329 1.875520 3.325219 0.0 0.0 0.0 0.077
H -1.709543 -3.225048 -0.018316 0.0 0.0 0.0 0.026
H -3.284371 -3.450136 -0.799823 0.0 0.0 0.0 0.082
H -3.205279 -2.792382 0.838800 0.0 0.0 0.0 0.086
H -1.061504 -2.068050 -2.049668 0.0 0.0 0.0 0.074
H -1.886696 -0.657326 -2.682102 0.0 0.0 0.0 0.048
H -2.697137 -2.227175 -2.739694 0.0 0.0 0.0 0.081
H -4.508602 -0.766259 0.163094 0.0 0.0 0.0 0.089
H -4.699145 -1.600137 -1.385897 0.0 0.0 0.0 0.080
H -4.164343 0.078003 -1.346468 0.0 0.0 0.0 0.047
H -4.064530 1.847817 -0.220700 0.0 0.0 0.0 0.065
H -3.653936 3.494981 -0.727136 0.0 0.0 0.0 0.081
H -3.176965 2.906756 0.875794 0.0 0.0 0.0 0.086
H -2.920171 1.095434 -2.426087 0.0 0.0 0.0 0.056
H -1.198612 1.415974 -2.641477 0.0 0.0 0.0 0.062
H -2.380303 2.732311 -2.768322 0.0 0.0 0.0 0.083
H -0.926794 3.742919 0.323747 0.0 0.0 0.0 0.072
H -1.240616 4.067000 -1.374747 0.0 0.0 0.0 0.080
H 0.050971 2.934493 -0.908540 0.0 0.0 0.0 0.071
S 0.949776 -3.719421 0.734163 -0.1 0.1 -0.1 0.509
C 2.222500 -2.605764 0.892322 0.1 -0.1 0.0 -0.843
C 3.498825 -3.103760 1.311412 0.0 0.0 0.0 -0.147
C 4.585643 -2.297246 1.458686 0.0 0.0 0.0 -0.105
C 4.447260 -0.926514 1.193464 0.0 0.0 0.0 -0.104
C 3.213812 -0.481352 0.808369 0.0 0.0 0.0 -0.202
N 2.111539 -1.263617 0.655371 0.1 0.1 0.1 -0.127
H 3.557067 -4.165499 1.501029 0.0 0.0 0.0 0.077
H 5.536482 -2.711820 1.774325 0.0 0.0 0.0 0.095
H 5.268415 -0.229672 1.283427 0.0 0.0 0.0 0.088
H 3.048418 0.564384 0.592240 0.0 0.0 0.0 0.087
C 1.154733 0.232539 -1.534219 0.3 0.2 -0.6 -0.257
C 1.940628 0.536543 -2.694190 0.0 -0.1 0.0 -0.313
C 3.013245 -0.304912 -3.032293 0.0 0.0 0.0 -0.052
C 3.816969 -0.018711 -4.121141 0.0 0.0 0.0 -0.103
C 3.563571 1.094046 -4.917042 0.0 0.0 0.0 -0.123
C 2.497084 1.924475 -4.598484 0.0 0.0 0.0 -0.109
C 1.698963 1.659083 -3.496593 0.0 0.0 0.0 -0.063
H 3.196041 -1.181706 -2.423120 0.0 0.0 0.0 0.111
H 4.643423 -0.677608 -4.360240 0.0 0.0 0.0 0.095
H 4.187814 1.308118 -5.775409 0.0 0.0 0.0 0.087
H 2.288019 2.794667 -5.209862 0.0 0.0 0.0 0.093
H 0.881515 2.323475 -3.245467 0.0 0.0 0.0 0.092
```
Positions in Å, forces in eV/Å.

## Properties
energy above the lowest of the compared OMol25 structures with the same formula, charge and spin: 34.0 kJ/mol
HOMO level: -3.248 eV
HOMO-LUMO gap: 6.0 eV
E_LUMO: 0.1013 hartree
total charge: -1

=====

Entry from OMol25: a structure of composition C29H39AuN3O2SiTa at a distorted geometry (ωB97M-V/def2-TZVPD).

```
76
Properties=species:S:1:pos:R:3:forces:R:3:lowdin_charge:R:1
N 1.010897 -0.129884 -2.604826 0.4 -0.4 -0.1 -0.066
C 0.264048 -0.125200 -3.584430 -1.3 0.1 -1.7 -0.347
O -0.430878 -0.087711 -4.533979 1.9 -0.2 2.6 0.231
Au 4.430817 -0.489842 -0.842428 0.4 -0.1 0.2 0.856
Ta 1.761446 0.230287 -0.835553 -5.5 1.2 0.3 1.690
N 2.096919 2.149789 -0.917566 0.8 -1.5 0.3 -0.269
N 2.749193 -1.046207 0.447970 0.7 0.3 0.2 -0.350
C 1.261737 3.205471 -1.570194 0.0 0.3 -0.1 -0.637
C 2.857597 -2.538338 0.517984 0.5 0.0 0.0 -0.669
C 1.797603 3.336188 -2.991759 0.0 0.2 -0.3 -0.023
C 1.417830 4.509207 -0.787823 0.0 0.2 0.0 -0.026
C -0.205618 2.809455 -1.581104 -0.4 0.3 0.0 -0.038
C 4.237990 -2.872039 1.088369 -0.3 -0.4 0.1 -0.032
C 1.757308 -3.108305 1.411718 -0.2 -0.1 0.0 -0.009
C 2.744447 -3.050638 -0.906418 -0.2 -0.3 0.0 -0.055
H 2.856996 3.616509 -2.983146 -0.2 0.1 -0.1 0.085
H 1.228764 4.108250 -3.530621 0.3 -0.3 0.1 0.113
H 1.714693 2.381451 -3.528202 -0.1 0.3 0.1 0.073
H 1.176820 4.351241 0.270066 0.0 0.1 -0.2 0.099
H 0.728493 5.257369 -1.200501 0.2 -0.2 0.2 0.110
H 2.429237 4.920277 -0.875765 -0.2 0.0 0.1 0.086
H -0.396189 1.901461 -2.163297 0.0 0.1 0.2 0.056
H -0.764669 3.623782 -2.072188 0.2 -0.4 0.2 0.118
H -0.601337 2.704679 -0.560581 0.1 0.0 -0.3 0.070
H 5.031650 -2.386276 0.496469 0.0 -0.2 0.1 0.059
H 4.386977 -3.959084 1.023841 0.1 0.3 0.2 0.117
H 4.318706 -2.550695 2.132895 0.1 -0.2 -0.2 0.100
H 1.914345 -2.829511 2.460937 -0.1 -0.2 -0.3 0.090
H 1.782473 -4.207782 1.342340 0.0 0.4 0.1 0.121
H 0.766269 -2.761185 1.096707 0.1 -0.1 0.1 0.080
H 1.766858 -2.809940 -1.352545 0.2 -0.2 0.1 0.083
H 2.889114 -4.141593 -0.892991 -0.2 0.4 -0.2 0.119
H 3.538855 -2.619976 -1.544536 -0.1 -0.2 0.0 0.055
C 2.765645 -0.317213 1.764072 0.7 0.1 -0.2 -0.085
H 2.351144 0.703236 1.637118 0.1 -0.2 0.1 0.076
H 2.153707 -0.844039 2.509805 0.0 0.2 -0.5 0.096
H 3.801613 -0.236447 2.126798 -0.5 0.1 0.0 0.102
C 3.446926 2.600243 -0.511675 -0.1 0.3 0.2 -0.130
H 3.458669 2.946403 0.538668 0.1 -0.1 -0.5 0.107
H 4.180397 1.774606 -0.634710 -0.1 0.5 0.2 0.012
H 3.770393 3.412009 -1.182911 0.1 -0.4 0.4 0.094
O 0.108697 0.029418 0.141784 3.4 0.6 -1.2 -0.407
Si -1.510802 -0.240440 0.412857 -1.9 -0.1 0.3 0.527
C -1.662821 -1.614206 1.651348 0.1 0.1 0.0 -0.251
C -0.956212 -1.528991 2.859493 -0.1 -0.6 0.1 -0.117
C -1.036448 -2.570940 3.790919 0.1 0.3 -0.1 -0.079
C -1.841018 -3.686050 3.535376 0.0 0.1 -0.3 -0.061
C -2.598772 -3.739403 2.360335 0.1 0.2 0.1 -0.054
C -2.527731 -2.691612 1.435307 0.1 -0.3 0.2 -0.076
C -2.342008 1.258569 1.135012 0.4 0.1 0.0 -0.250
C -1.610710 2.248023 1.805775 -0.5 0.2 0.2 -0.119
C -2.277389 3.314701 2.422878 0.1 -0.1 0.0 -0.071
C -3.672480 3.402746 2.373777 0.1 -0.3 -0.2 -0.058
C -4.408598 2.407230 1.716952 0.3 -0.1 0.0 -0.050
C -3.742116 1.332613 1.116337 -0.1 0.3 0.1 -0.088
C -2.282957 -0.735622 -1.200556 0.4 0.3 0.2 -0.261
C -3.219891 0.073276 -1.850484 -0.1 -0.3 -0.5 -0.084
C -3.864384 -0.394516 -3.004046 0.2 0.1 0.1 -0.051
C -3.558083 -1.659824 -3.514026 0.0 0.1 0.1 -0.057
C -2.585252 -2.444390 -2.890476 0.3 -0.1 0.1 -0.070
C -1.939607 -1.977664 -1.743378 -0.3 -0.2 -0.5 -0.131
H -0.348312 -0.644940 3.073264 -0.1 -0.2 0.0 0.101
H -0.458697 -2.506396 4.715724 -0.3 -0.1 -0.2 0.111
H -1.884106 -4.505633 4.252907 0.0 0.2 -0.2 0.114
H -3.246515 -4.592157 2.157026 0.1 0.2 0.1 0.115
H -3.147140 -2.716712 0.535023 0.2 -0.1 0.3 0.106
H -0.519817 2.173595 1.866223 -0.3 0.1 0.0 0.091
H -1.697201 4.078231 2.943934 -0.2 -0.2 -0.1 0.109
H -4.187139 4.239154 2.846211 0.2 -0.2 -0.1 0.115
H -5.496470 2.461910 1.669051 0.3 0.0 0.1 0.116
H -4.321600 0.548021 0.622418 0.1 0.3 0.2 0.110
H -3.447172 1.065242 -1.458250 0.0 -0.3 -0.1 0.101
H -4.601121 0.237889 -3.500908 0.2 -0.2 0.1 0.117
H -4.069975 -2.031755 -4.406553 0.2 0.2 0.4 0.120
H -2.317230 -3.423782 -3.291857 -0.2 0.3 0.1 0.114
H -1.176810 -2.595590 -1.255404 -0.3 0.1 -0.1 0.102
```
Positions in Å, forces in eV/Å.

## Properties
energy above the lowest of the compared OMol25 structures with the same formula, charge and spin: 0.0 kJ/mol
HOMO level: -13.476 eV
HOMO-LUMO gap: 4.3 eV
E_LUMO: -0.3370 hartree
total charge: +2